Entry 1:
{
  "formula": "C10H10",
  "method": "ωB97M-V/def2-TZVPD",
  "symbols": ["C", "C", "C", "C", "C", "C", "C", "C", "C", "C", "H", "H", "H", "H", "H", "H", "H", "H", "H", "H"],
  "positions_angstrom": [[-2.9827, 0.5400, 0.0881], [-1.5120, 0.4521, -0.4467], [-0.6411, -0.5827, 0.3531], [0.0426, -1.8259, -0.1482], [-0.6251, 1.5945, -0.2669], [3.0996, -0.5676, -0.2695], [0.7909, -0.6644, 0.4398], [0.5502, 1.9310, -0.0452], [1.9799, -0.0360, 0.1787], [1.8508, 1.6587, 0.1943], [0.1622, -1.8542, -1.2301], [3.9944, -0.1477, -0.5986], [-3.3799, -0.3798, -0.0508], [-1.2466, -0.5440, 1.3483], [-1.4726, 0.4147, -1.4947], [2.5631, 2.2382, 0.7644], [-2.8248, 0.6976, 1.1265], [0.0541, -2.7376, 0.5269], [2.9320, -1.6179, -0.1318], [-3.3351, 1.4309, -0.3377]],
  "forces_ev_per_angstrom": [[4.5, 1.7, 0.2], [0.5, 0.4, 1.4], [-2.8, 0.6, 1.9], [0.8, -0.6, 1.6], [1.6, 1.6, 0.7], [-0.7, -2.4, 0.7], [-0.6, -1.3, -0.8], [-1.8, 0.2, -0.5], [-1.0, 6.4, 0.0], [0.5, -3.0, 0.7], [-0.1, -0.7, 0.2], [1.1, 0.8, -0.3], [-2.1, -2.4, -0.8], [1.5, -0.9, -1.3], [-0.3, -1.2, -1.8], [0.0, 0.1, -0.3], [-0.4, 0.3, 1.1], [-0.4, 0.8, -1.5], [1.1, -1.0, -0.7], [-1.5, 0.7, -0.7]],
  "mulliken_charge": [-1.490, 0.482, 0.106, -0.694, -0.308, -1.137, -0.101, 0.081, 0.667, -0.901, 0.281, 0.418, 0.408, 0.042, 0.408, 0.368, 0.371, 0.238, 0.318, 0.443],
  "e_above_lowest_ev": 5.6231,
  "total_energy_ev": -10523.370,
  "e_lumo_ev": [-0.461, -0.320],
  "homo_energy_ev": [-7.5, -7.7],
  "total_charge": 0,
  "gap_ev": [7.031, 7.343]
}

Entry 2:
{
  "formula": "C10H10AlBrGaNO2S",
  "method": "ωB97M-V/def2-TZVPD",
  "symbols": ["Br", "Ga", "S", "Al", "O", "O", "N", "C", "C", "C", "C", "C", "C", "C", "C", "C", "C", "H", "H", "H", "H", "H", "H", "H", "H", "H", "H"],
  "positions_angstrom": [[-0.5720, 2.8738, 3.8191], [-0.1207, -1.3932, 2.2560], [-2.4349, -3.6156, 4.7356], [1.7479, -2.3226, -4.0291], [-0.2160, -1.0270, -0.6289], [1.3413, 1.1388, 2.8335], [-1.5966, -2.6314, 2.2943], [-0.5367, 2.0290, -2.6268], [0.0468, -0.0512, -1.5586], [1.4241, 0.8386, -3.3708], [-0.8048, 1.0386, -1.6771], [-0.9987, 0.4885, 2.6595], [0.1934, 1.3141, 3.0136], [-1.9700, -3.0362, 3.3733], [0.5790, 1.9418, -3.4690], [0.7193, -1.1897, 0.3943], [1.1542, -0.1495, -2.4200], [0.8746, -1.7361, 3.4166], [0.7834, 2.7159, -4.1966], [-1.6929, 0.3054, 3.4810], [-1.2045, 2.8802, -2.7064], [1.3969, -0.3313, 0.4746], [1.7794, -1.0445, -2.3760], [-1.5212, 0.8741, 1.7814], [1.2823, -2.1240, 0.2747], [2.2896, 0.7648, -4.0259], [-1.6737, 1.0930, -1.0306]],
  "forces_ev_per_angstrom": [[-0.2, 0.2, 0.1], [0.8, -1.5, 0.7], [-0.1, 0.0, 0.1], [-0.1, -0.3, -0.7], [0.0, -0.4, 0.1], [-0.2, 0.0, -0.1], [0.2, 1.0, 0.2], [0.3, -0.2, -0.1], [0.3, 0.6, -0.5], [-0.3, 0.0, 0.2], [0.1, 0.0, -0.2], [-0.7, 0.9, -0.3], [0.6, -0.3, -0.1], [0.0, -0.4, -0.2], [-0.3, -0.2, 0.3], [-0.1, 1.1, -0.9], [-0.3, 0.0, -0.1], [-0.2, 0.1, 0.0], [0.0, 0.0, 0.1], [0.1, -0.3, 0.0], [0.1, -0.1, 0.0], [0.0, -0.2, 0.0], [0.2, 0.5, 0.9], [0.1, -0.1, 0.0], [-0.2, -0.2, 0.5], [-0.1, 0.0, 0.1], [0.0, 0.1, -0.1]],
  "mulliken_charge": [0.052, 0.400, -0.147, 0.817, -0.335, -0.372, -0.206, -0.585, 0.266, -0.533, -0.340, -0.915, 0.599, 0.481, -0.576, -0.627, 0.169, -0.143, 0.440, 0.589, 0.417, 0.477, 0.311, 0.464, 0.395, 0.425, 0.476],
  "total_energy_ev": -155945.759,
  "e_lumo_ev": -11.231,
  "homo_energy_ev": -15.2,
  "total_charge": 2,
  "gap_ev": 3.924
}

Entry 3:
{
  "formula": "C10H10BClF4Pr",
  "method": "ωB97M-V/def2-TZVPD",
  "symbols": ["Pr", "Cl", "F", "F", "F", "F", "C", "C", "C", "C", "C", "C", "C", "C", "C", "C", "B", "H", "H", "H", "H", "H", "H", "H", "H", "H", "H"],
  "positions_angstrom": [[0.1570, 0.5043, 1.1830], [1.3793, 2.3691, 2.3143], [-0.4644, 0.1141, 3.1285], [0.3205, 1.1586, 5.4658], [0.8184, -1.0711, 5.1930], [-1.3842, -0.4113, 5.3904], [-1.2653, -2.0147, 1.1913], [0.1123, 2.9102, -3.4709], [-1.1119, 2.2744, -3.8143], [-0.4852, -2.0861, 2.3599], [-0.3786, -2.0701, 0.1038], [1.1780, 2.0769, -3.9074], [0.6126, 0.9251, -4.5200], [-0.8029, 1.0470, -4.4624], [0.8723, -2.0881, 2.0267], [0.9381, -2.1086, 0.5955], [-0.1036, -0.0983, 5.2376], [-0.6794, -2.1862, -0.9390], [-2.3529, -2.0193, 1.2069], [1.8584, -2.2019, 0.0225], [1.1648, 0.1086, -4.9819], [-1.5219, 0.3402, -4.8728], [2.2404, 2.2975, -3.8233], [-0.9203, -2.2633, 3.3220], [0.2156, 3.8839, -2.9963], [1.7135, -2.0641, 2.6940], [-2.1106, 2.6732, -3.6470]],
  "forces_ev_per_angstrom": [[-0.5, -2.1, -0.3], [0.7, 0.8, 0.0], [-0.3, 1.6, 1.3], [-0.4, -0.9, -0.1], [-0.4, 0.3, 0.0], [0.1, 0.0, 0.3], [0.1, -0.2, 0.6], [0.0, -0.4, -0.1], [0.4, -0.3, 0.0], [-0.2, -1.1, -0.3], [0.1, 0.0, -1.4], [-0.4, -0.2, 0.0], [-0.3, 0.4, 0.2], [0.4, 0.3, 0.2], [-0.3, 0.1, -0.8], [0.4, 0.4, 0.0], [0.4, 0.6, -0.5], [0.2, 0.3, 0.3], [0.3, 0.0, -0.3], [-0.3, 0.1, 0.0], [-0.1, 0.1, 0.1], [0.1, 0.1, 0.1], [-0.2, 0.0, 0.0], [0.1, 0.5, 0.4], [0.0, -0.2, -0.1], [0.1, -0.2, 0.2], [0.2, -0.1, 0.0]],
  "mulliken_charge": [1.418, -0.492, -0.511, -0.246, -0.261, -0.235, -0.906, -0.592, -0.571, 0.104, -0.498, -0.576, -0.524, -0.532, -0.693, -0.709, 0.671, 0.489, 0.417, 0.437, 0.376, 0.374, 0.375, 0.479, 0.397, 0.427, 0.383],
  "multiplicity": 3,
  "total_energy_ev": -48676.739,
  "e_lumo_ev": [1.545, 1.613],
  "s_squared": 2.004,
  "homo_energy_ev": [-3.1, -3.1],
  "total_charge": -1,
  "gap_ev": [4.618, 4.685]
}

Entry 4:
{
  "formula": "C10H10BClF4Re",
  "method": "ωB97M-V/def2-TZVPD",
  "symbols": ["Re", "Cl", "F", "F", "F", "F", "C", "C", "C", "C", "C", "C", "C", "C", "C", "C", "B", "H", "H", "H", "H", "H", "H", "H", "H", "H", "H"],
  "positions_angstrom": [[1.3084, 0.9659, -0.3810], [1.8911, -1.2612, -1.2090], [-1.4753, -3.6168, -0.2085], [-2.1138, -2.2536, 1.5965], [-0.3583, -1.5811, -0.0044], [-2.6127, -1.6501, -0.5732], [3.4238, 0.7284, -0.8853], [-0.2394, 2.4973, -0.6135], [3.4225, 1.1987, 0.4729], [2.4050, 2.8036, -0.8635], [2.7050, 1.7055, -1.7159], [-0.7834, 0.7036, 0.7180], [0.4967, 2.6143, 0.6364], [0.2004, 1.4405, 1.4383], [-1.0758, 1.3357, -0.5147], [2.8593, 2.4885, 0.4712], [-1.6829, -2.3099, 0.2206], [2.6035, 1.6634, -2.7921], [-1.7933, 1.0369, -1.2567], [-1.3331, -0.0739, 1.2337], [0.6032, 1.2378, 2.4291], [2.8874, 3.1671, 1.3280], [4.0233, -0.1000, -1.2516], [0.9685, 3.5069, 1.0210], [2.0312, 3.7624, -1.2042], [-0.2198, 3.2079, -1.4201], [3.8981, 0.7052, 1.3140]],
  "forces_ev_per_angstrom": [[-4.9, -5.5, -0.4], [-0.2, 0.7, -0.1], [-0.1, 0.4, 0.4], [0.9, 0.3, -1.2], [-1.9, -1.2, 0.9], [-0.1, 0.3, 0.0], [2.6, 1.0, -0.4], [-0.5, -0.4, 0.9], [0.0, -0.5, -0.9], [2.6, 0.6, 0.8], [2.0, 0.1, -0.9], [-0.6, 0.3, 1.1], [-2.5, 1.2, 1.6], [-0.6, 1.4, -0.3], [1.0, 0.4, 0.5], [2.8, 2.6, -0.5], [0.8, -0.3, 0.0], [0.1, 0.0, 0.1], [0.1, -0.5, -0.1], [0.2, -0.3, -0.7], [-0.3, 0.0, -0.3], [-0.1, -0.4, -0.4], [-0.4, 0.3, 0.1], [-0.3, -0.2, -0.3], [-0.3, -0.3, 0.2], [-0.1, 0.1, 0.0], [-0.3, 0.0, -0.2]],
  "mulliken_charge": [1.389, -0.288, -0.346, -0.389, -0.222, -0.361, -0.361, -0.722, -0.734, -0.625, -0.576, 0.262, -0.369, -1.065, -0.705, -0.488, 0.349, 0.448, 0.527, 0.495, 0.431, 0.561, 0.543, 0.714, 0.616, 0.449, 0.467],
  "multiplicity": 4,
  "e_above_lowest_ev": 2.3629,
  "total_energy_ev": -36730.951,
  "e_lumo_ev": [-0.468, -3.265],
  "s_squared": 3.785,
  "homo_energy_ev": [-7.0, -9.3],
  "total_charge": 0,
  "gap_ev": [6.561, 6.032]
}